No. 1
A structure of composition C49H42CrN5O4P2S2 in a non-equilibrium geometry. Source: OMol25; level of theory: the ωB97M-V functional and the def2-TZVPD basis.

Last column: Mulliken spin population.
Cartesian coordinates (Å):
Cr (1.89, -0.45, 0.06)  3.75
N (-2.93, 3.07, 5.38)  0.00
C (-1.82, 2.32, 4.98)  0.00
C (-1.98, 1.16, 4.23)  0.00
C (-0.89, 0.40, 3.85)  0.00
C (0.39, 0.80, 4.22)  0.00
C (0.57, 1.95, 4.98)  0.00
C (-0.53, 2.70, 5.37)  0.00
S (1.79, -0.12, 3.63)  0.04
O (2.93, 0.27, 4.40)  0.00
O (1.38, -1.49, 3.64)  0.00
N (1.91, 0.33, 2.09)  0.00
C (2.63, 1.44, 1.74)  -0.03
N (2.78, 2.51, 2.53)  0.00
C (3.37, 3.56, 1.97)  0.01
C (3.79, 3.61, 0.65)  0.00
C (3.60, 2.45, -0.09)  0.03
N (3.05, 1.37, 0.47)  0.04
H (-3.74, 2.97, 4.79)  0.00
H (-2.73, 4.03, 5.58)  0.00
H (-2.98, 0.84, 3.94)  0.00
H (-1.02, -0.50, 3.28)  0.00
H (1.57, 2.25, 5.24)  0.00
H (-0.39, 3.59, 5.96)  0.00
H (3.49, 4.43, 2.61)  0.00
H (4.24, 4.49, 0.23)  0.00
H (3.89, 2.35, -1.13)  0.00
O (3.98, 0.35, -2.94)  0.00
C (3.62, -0.58, -2.22)  0.00
O (2.40, -0.70, -1.81)  -0.06
C (4.57, -1.69, -1.86)  0.04
C (5.63, -1.87, -2.76)  0.00
C (6.54, -2.90, -2.63)  0.01
C (6.39, -3.78, -1.57)  0.00
C (5.37, -3.61, -0.66)  0.01
C (4.44, -2.56, -0.76)  0.00
S (3.30, -2.45, 0.57)  0.04
H (5.71, -1.15, -3.57)  0.00
H (7.35, -3.01, -3.35)  0.00
H (7.08, -4.61, -1.44)  0.00
H (5.27, -4.29, 0.17)  0.00
C (-1.46, -1.21, -1.56)  -0.02
N (-2.25, -0.15, -0.97)  -0.01
C (-1.63, 0.78, -0.06)  0.03
P (-0.05, 1.51, -0.74)  0.01
C (-0.10, 3.17, 0.02)  -0.01
C (0.11, 4.33, -0.73)  0.00
C (0.18, 5.56, -0.11)  0.00
C (0.04, 5.66, 1.27)  0.00
C (-0.16, 4.51, 2.02)  0.00
C (-0.22, 3.27, 1.41)  0.01
C (-0.50, 1.82, -2.47)  0.03
C (0.44, 1.48, -3.44)  0.00
C (0.15, 1.66, -4.79)  0.00
C (-1.08, 2.17, -5.17)  0.00
C (-2.02, 2.51, -4.21)  0.00
C (-1.74, 2.34, -2.87)  0.00
C (-3.63, -0.14, -1.13)  0.00
C (-4.48, 0.39, -0.15)  0.00
C (-5.86, 0.38, -0.34)  0.00
C (-6.42, -0.15, -1.49)  0.00
C (-5.58, -0.68, -2.46)  0.00
C (-4.21, -0.67, -2.29)  0.00
P (-0.20, -1.98, -0.42)  0.10
C (0.18, -3.44, -1.45)  -0.01
C (0.91, -3.27, -2.62)  0.02
C (1.19, -4.35, -3.44)  0.00
C (0.77, -5.62, -3.08)  0.00
C (0.06, -5.81, -1.90)  0.00
C (-0.24, -4.72, -1.09)  0.00
C (-1.22, -2.65, 0.93)  -0.03
C (-0.53, -3.01, 2.09)  0.00
C (-1.23, -3.47, 3.20)  0.01
C (-2.61, -3.57, 3.16)  0.00
C (-3.30, -3.22, 2.00)  0.00
C (-2.61, -2.77, 0.89)  0.00
H (-0.88, -0.87, -2.43)  0.00
H (-2.13, -1.99, -1.92)  0.00
H (-1.38, 0.31, 0.91)  -0.01
H (-2.32, 1.59, 0.15)  0.00
H (0.22, 4.26, -1.81)  0.00
H (0.35, 6.45, -0.70)  0.00
H (0.10, 6.63, 1.75)  0.00
H (-0.24, 4.56, 3.10)  0.00
H (-0.35, 2.39, 2.02)  0.01
H (1.39, 1.05, -3.13)  0.01
H (0.89, 1.39, -5.53)  0.00
H (-1.30, 2.30, -6.22)  0.00
H (-2.99, 2.91, -4.51)  0.00
H (-2.48, 2.61, -2.12)  0.00
H (-4.08, 0.77, 0.77)  0.00
H (-6.49, 0.79, 0.44)  0.00
H (-7.50, -0.16, -1.62)  0.00
H (-6.00, -1.09, -3.37)  0.00
H (-3.58, -1.05, -3.09)  0.00
H (1.29, -2.29, -2.88)  -0.01
H (1.77, -4.20, -4.34)  0.00
H (1.00, -6.47, -3.71)  0.00
H (-0.27, -6.80, -1.61)  0.00
H (-0.79, -4.88, -0.17)  0.00
H (0.54, -2.91, 2.14)  0.00
H (-0.68, -3.72, 4.10)  0.00
H (-3.16, -3.91, 4.03)  0.00
H (-4.38, -3.30, 1.96)  0.00
H (-3.16, -2.51, 0.00)  0.00

Calculated values
- Highest occupied orbital energy (spin up / spin down): -0.1305 / -0.1496 Eh
- HOMO-LUMO gap (spin up / spin down): 5.684 / 6.204 eV
- Total charge: -1
- 2S+1: 5
- <S²>: 6.02

---

No. 2
A structure of composition C33H22F13N3O2SeW. Source: OMol25; level of theory: the ωB97M-V functional and the def2-TZVPD basis.

Last column: Mulliken spin population.
Cartesian coordinates (Å):
W (-0.47, -1.09, 0.13)  -0.01
C (3.96, 4.01, 0.46)  0.00
C (2.74, 3.17, 0.22)  0.00
C (1.49, 3.54, 0.71)  0.01
C (0.38, 2.76, 0.47)  0.00
C (0.48, 1.58, -0.25)  0.01
N (-0.70, 0.80, -0.45)  0.04
C (-1.71, 1.39, -1.24)  0.00
C (-1.41, 2.44, -2.10)  0.00
C (-2.40, 3.09, -2.83)  0.00
C (-3.73, 2.70, -2.73)  0.00
C (-4.81, 3.39, -3.50)  0.00
C (-4.02, 1.64, -1.89)  0.00
C (-3.05, 0.97, -1.16)  0.00
C (-3.42, -0.19, -0.24)  -0.06
O (-2.39, -1.11, -0.12)  -0.02
C (-3.78, 0.39, 1.16)  0.05
F (-2.66, 0.83, 1.76)  0.00
F (-4.34, -0.52, 1.97)  0.01
F (-4.62, 1.42, 1.07)  0.00
C (-4.61, -1.03, -0.77)  0.00
F (-4.69, -2.19, -0.12)  0.00
F (-4.45, -1.31, -2.07)  0.00
F (-5.79, -0.41, -0.62)  0.00
C (1.73, 1.15, -0.71)  -0.01
C (2.83, 1.97, -0.48)  0.01
C (1.90, -0.18, -1.45)  0.03
O (0.91, -1.13, -1.19)  0.03
C (1.84, 0.07, -2.98)  0.00
F (2.03, -1.05, -3.68)  0.00
F (0.62, 0.54, -3.30)  0.00
F (2.74, 0.97, -3.38)  0.00
C (3.23, -0.90, -1.07)  0.00
F (3.34, -0.95, 0.26)  0.00
F (3.24, -2.15, -1.53)  0.00
F (4.32, -0.30, -1.55)  0.00
H (3.71, 4.93, 0.99)  0.00
H (4.44, 4.28, -0.48)  0.00
H (4.70, 3.46, 1.06)  0.00
H (1.39, 4.46, 1.28)  0.00
H (-0.60, 3.06, 0.84)  0.00
H (-0.39, 2.77, -2.20)  0.00
H (-2.12, 3.90, -3.48)  0.00
H (-4.45, 4.31, -3.97)  0.00
H (-5.66, 3.65, -2.86)  0.00
H (-5.20, 2.75, -4.29)  0.00
H (-5.06, 1.34, -1.79)  0.00
H (3.80, 1.68, -0.85)  0.00
Se (-1.74, -2.44, 2.72)  0.97
N (0.45, -0.83, 1.60)  0.04
C (0.81, -0.37, 2.84)  0.10
C (1.93, 0.46, 2.95)  -0.07
C (2.29, 0.99, 4.17)  0.14
C (1.53, 0.70, 5.31)  -0.08
C (0.43, -0.11, 5.22)  0.12
C (0.04, -0.67, 4.00)  0.04
N (-1.05, -1.47, 3.95)  0.66
H (2.49, 0.68, 2.06)  0.00
H (3.16, 1.63, 4.25)  0.01
H (1.81, 1.12, 6.27)  0.00
H (-0.17, -0.35, 6.10)  -0.01
F (4.06, -6.25, 0.09)  0.00
C (2.92, -5.53, -0.01)  0.00
C (2.43, -5.22, -1.26)  0.00
C (1.26, -4.47, -1.35)  0.01
C (0.59, -4.04, -0.20)  -0.04
C (-0.67, -3.23, -0.34)  0.06
C (1.13, -4.37, 1.04)  0.01
C (2.29, -5.12, 1.14)  0.01
H (2.96, -5.55, -2.14)  0.00
H (0.88, -4.21, -2.32)  0.00
H (-1.50, -3.67, 0.21)  0.00
H (-0.98, -3.20, -1.39)  0.01
H (0.64, -4.03, 1.94)  0.00
H (2.71, -5.37, 2.11)  0.00

Calculated values
- Highest occupied orbital energy (spin up / spin down): -0.2797 / -0.3030 Eh
- HOMO-LUMO gap (spin up / spin down): 6.225 / 6.105 eV
- Total charge: 0
- ΔE to the lowest compared entry with this formula, charge and spin: 0.0 kcal/mol
- 2S+1: 3
- <S²>: 2.04

---

No. 3
A cluster of 2 separate species, C13H27BN2O8PS in total in a non-equilibrium geometry. Source: OMol25; level of theory: the ωB97M-V functional and the def2-TZVPD basis.

Last column: natural (NBO) charge in e.
Cartesian coordinates (Å):
C (-2.70, 0.86, 3.27)  -0.61
C (-2.53, 1.27, 1.80)  -0.39
C (-2.40, 0.13, 0.79)  -0.51
C (-3.73, -0.64, 0.67)  -0.62
B (-1.03, -0.75, 0.98)  0.88
C (-0.91, -1.89, 2.18)  -1.17
P (-1.78, -3.44, 2.12)  2.36
O (-1.08, -4.59, 2.74)  -1.12
O (-2.20, -3.72, 0.59)  -0.99
O (-3.25, -3.20, 2.72)  -1.00
O (0.09, 0.24, 1.22)  -0.72
C (1.18, -0.23, 0.53)  0.36
O (2.08, 0.80, 0.18)  -0.72
C (0.61, -0.91, -0.72)  0.37
C (1.48, -2.00, -1.36)  -0.07
O (2.42, -2.57, -0.47)  -0.55
C (1.97, -3.70, 0.24)  -0.25
N (0.40, 0.16, -1.79)  -0.48
C (-0.29, -0.02, -2.75)  0.26
S (-1.18, -0.14, -4.05)  -0.08
O (-0.60, -1.41, -0.32)  -0.72
H (-2.95, -0.20, 3.38)  0.18
H (-3.50, 1.42, 3.76)  0.19
H (-1.79, 1.03, 3.85)  0.21
H (-3.40, 1.88, 1.51)  0.17
H (-1.66, 1.92, 1.71)  0.22
H (-2.24, 0.62, -0.18)  0.21
H (-4.31, -0.61, 1.60)  0.17
H (-4.38, -0.18, -0.09)  0.20
H (-3.60, -1.68, 0.37)  0.23
H (0.13, -2.24, 2.16)  0.25
H (-1.06, -1.46, 3.17)  0.25
H (-1.41, -3.86, 0.06)  0.50
H (-3.45, -2.26, 2.80)  0.50
H (1.73, -0.98, 1.12)  0.13
H (2.77, 0.82, 0.85)  0.47
H (2.03, -1.60, -2.21)  0.19
H (0.79, -2.77, -1.73)  0.18
H (2.35, -3.65, 1.27)  0.19
H (2.34, -4.62, -0.22)  0.17
H (0.88, -3.74, 0.30)  0.17
C (3.44, 4.15, -4.04)  0.53
O (3.82, 3.25, -4.76)  -0.63
N (2.92, 4.01, -2.81)  -0.43
C (2.51, 5.15, -2.02)  -0.40
C (2.75, 2.67, -2.25)  -0.42
H (3.51, 5.21, -4.36)  0.09
H (3.07, 5.19, -1.08)  0.19
H (1.45, 5.09, -1.78)  0.20
H (2.70, 6.06, -2.58)  0.20
H (3.72, 2.16, -2.19)  0.21
H (2.09, 2.07, -2.87)  0.23
H (2.32, 2.75, -1.26)  0.23

Calculated values
- Highest occupied orbital energy: -0.2068 Eh
- HOMO-LUMO gap: 8.202 eV
- Total charge: -1
- 2S+1: 1

---

No. 4
A structure of composition C36H17F4N9RhSSe in a non-equilibrium geometry. Source: OMol25; level of theory: the ωB97M-V functional and the def2-TZVPD basis.

Last column: natural (NBO) charge in e.
Cartesian coordinates (Å):
Rh (2.09, 0.91, 0.75)  0.64
C (2.14, 1.08, 5.05)  -0.25
C (1.74, 2.39, 5.28)  -0.12
C (1.43, 3.21, 4.22)  -0.22
C (1.52, 2.71, 2.93)  0.21
N (1.90, 1.43, 2.72)  -0.40
C (2.21, 0.64, 3.75)  0.07
C (1.27, 3.45, 1.69)  -0.08
C (0.78, 4.75, 1.66)  -0.18
C (0.57, 5.37, 0.44)  -0.21
C (0.86, 4.70, -0.74)  -0.17
C (1.36, 3.40, -0.71)  -0.28
C (1.56, 2.77, 0.51)  -0.01
H (2.41, 0.42, 5.86)  0.24
H (1.68, 2.78, 6.29)  0.24
H (1.14, 4.24, 4.37)  0.23
H (2.51, -0.37, 3.51)  0.24
H (0.56, 5.28, 2.57)  0.22
H (0.18, 6.38, 0.41)  0.23
H (0.70, 5.19, -1.69)  0.22
H (1.59, 2.91, -1.64)  0.21
N (-1.77, -1.20, 1.32)  -0.59
C (-2.90, -0.32, 1.38)  0.20
C (-4.18, -0.85, 1.49)  -0.23
C (-5.28, 0.00, 1.55)  -0.19
C (-5.09, 1.37, 1.50)  -0.19
C (-3.81, 1.89, 1.37)  -0.20
C (-2.72, 1.04, 1.31)  -0.25
S (-1.11, 1.75, 1.13)  0.50
N (-0.08, 0.39, 0.90)  -0.66
C (-0.51, -0.81, 1.02)  0.44
C (0.46, -1.90, 0.70)  0.15
C (0.06, -3.15, 0.26)  -0.24
C (1.04, -4.03, -0.19)  -0.14
C (2.36, -3.62, -0.17)  -0.23
C (2.65, -2.35, 0.31)  0.07
N (1.71, -1.50, 0.75)  -0.46
H (-1.99, -2.17, 1.32)  0.41
H (-4.30, -1.92, 1.52)  0.22
H (-6.27, -0.42, 1.63)  0.23
H (-5.95, 2.03, 1.55)  0.23
H (-3.66, 2.96, 1.33)  0.23
H (-0.98, -3.44, 0.22)  0.23
H (0.77, -5.01, -0.56)  0.24
H (3.17, -4.26, -0.50)  0.25
H (3.68, -2.01, 0.39)  0.24
Se (4.35, 1.48, 0.91)  0.14
C (4.65, -0.09, 1.89)  0.00
N (4.80, -1.08, 2.46)  -0.40
F (-0.34, 0.36, -2.09)  -0.28
C (-0.43, -0.66, -2.94)  0.32
C (-1.56, -1.40, -2.95)  0.41
F (-2.52, -1.08, -2.10)  -0.27
C (-1.75, -2.49, -3.87)  -0.07
C (-0.74, -2.60, -4.91)  0.35
C (0.38, -1.85, -4.91)  0.39
F (1.30, -2.08, -5.83)  -0.27
C (0.66, -0.90, -3.85)  -0.04
C (1.85, -0.30, -3.67)  -0.21
C (2.17, 0.19, -2.33)  0.43
N (2.34, 0.48, -1.24)  -0.29
C (2.91, -0.28, -4.63)  0.22
N (3.80, -0.23, -5.35)  -0.17
F (-0.88, -3.54, -5.84)  -0.26
C (-2.74, -3.39, -3.69)  -0.15
C (-3.37, -3.52, -2.39)  0.26
N (-3.76, -3.62, -1.32)  -0.24
C (-3.13, -4.36, -4.68)  0.22
N (-3.49, -5.14, -5.44)  -0.17

Calculated values
- Highest occupied orbital energy (spin up / spin down): -0.3836 / -0.3836 Eh
- HOMO-LUMO gap (spin up / spin down): 4.318 / 4.319 eV
- Total charge: +1
- ΔE to the lowest compared entry with this formula, charge and spin: 0.0 kcal/mol
- 2S+1: 1

---

No. 5
An isolated molecule of C5H6F2N2S in a non-equilibrium geometry. Source: OMol25; level of theory: the ωB97M-V functional and the def2-TZVPD basis.

Last column: natural (NBO) charge in e.
Cartesian coordinates (Å):
C (-1.53, 1.48, -0.44)  0.13
C (0.27, -1.26, 0.70)  0.28
C (-3.03, 1.97, -0.68)  -0.65
C (2.64, -1.05, 0.05)  -0.65
C (1.60, -1.92, 0.79)  0.64
N (-1.47, 0.25, 0.08)  -0.36
N (-0.44, -0.46, 0.15)  0.05
F (1.55, -3.07, 0.12)  -0.31
F (2.04, -2.28, 2.03)  -0.31
S (-0.26, 2.64, -0.63)  -0.21
H (-3.10, 3.07, -0.39)  0.24
H (-3.40, 1.83, -1.61)  0.22
H (-3.65, 1.40, 0.02)  0.22
H (3.55, -1.40, 0.32)  0.23
H (2.70, -0.04, 0.53)  0.24
H (2.54, -1.17, -1.02)  0.24

Calculated values
- Highest occupied orbital energy: -0.3061 Eh
- HOMO-LUMO gap: 7.173 eV
- Total charge: 0
- ΔE to the lowest compared entry with this formula, charge and spin: 23.0 kcal/mol
- 2S+1: 1

---

No. 6
A structure of composition C43H49CoGeN2O2PS4Se2 in a non-equilibrium geometry. Source: OMol25; level of theory: the ωB97M-V functional and the def2-TZVPD basis.

Last column: Mulliken spin population.
Cartesian coordinates (Å):
Co (-0.76, 2.52, -0.38)  2.63
C (-3.66, 1.37, -3.17)  0.00
C (-4.57, 1.29, -1.96)  0.00
S (-4.49, 2.84, -1.03)  0.00
C (-4.75, 2.24, 0.65)  0.01
C (-3.64, 1.37, 1.22)  -0.01
S (-2.05, 2.22, 1.51)  0.15
C (-0.12, 0.51, -0.52)  0.07
C (-1.38, -0.20, -2.58)  0.00
S (-1.88, 1.50, -2.83)  0.03
H (-3.86, 2.28, -3.74)  0.00
H (-3.81, 0.53, -3.85)  0.00
H (-4.29, 0.46, -1.32)  0.00
H (-5.59, 1.11, -2.31)  0.00
H (-5.70, 1.71, 0.69)  0.00
H (-4.84, 3.15, 1.25)  0.00
H (-3.52, 0.48, 0.61)  0.01
H (-3.97, 1.03, 2.21)  0.00
H (0.01, 0.10, 0.48)  -0.04
H (0.79, 0.28, -1.09)  -0.03
H (-2.13, -0.90, -2.93)  0.00
H (-0.42, -0.37, -3.05)  0.00
Se (1.87, 2.84, -1.28)  0.06
P (2.21, 2.98, 0.86)  0.02
Se (0.79, 4.15, 1.93)  0.03
C (2.18, 1.25, 1.45)  -0.01
C (1.30, 0.85, 2.44)  0.00
C (1.29, -0.48, 2.86)  0.00
C (2.16, -1.39, 2.30)  0.00
C (3.04, -0.99, 1.30)  0.00
C (3.05, 0.33, 0.87)  0.00
C (3.93, 3.50, 1.19)  -0.01
C (4.86, 3.69, 0.18)  0.00
C (6.16, 4.06, 0.50)  0.00
C (6.53, 4.23, 1.82)  0.00
C (5.60, 4.04, 2.83)  0.00
C (4.30, 3.68, 2.52)  0.00
H (0.61, 1.57, 2.87)  0.00
H (0.60, -0.79, 3.63)  0.00
H (2.16, -2.42, 2.63)  0.00
H (3.73, -1.70, 0.86)  0.00
H (3.72, 0.64, 0.09)  0.00
H (4.56, 3.56, -0.85)  0.00
H (6.88, 4.21, -0.29)  0.00
H (7.55, 4.51, 2.07)  0.00
H (5.89, 4.18, 3.87)  0.00
H (3.57, 3.55, 3.31)  0.00
C (-2.32, 7.10, 0.59)  0.00
N (-1.01, 6.95, 0.04)  0.01
C (0.06, 7.91, 0.28)  0.00
C (1.29, 7.22, -0.33)  0.00
N (0.69, 6.13, -1.08)  0.00
C (-0.59, 5.94, -0.74)  0.00
S (-1.58, 4.64, -1.21)  0.04
H (-2.23, 7.44, 1.62)  0.00
H (-2.82, 6.13, 0.58)  0.00
H (-2.92, 7.81, 0.03)  0.00
H (0.16, 8.08, 1.35)  0.00
H (-0.17, 8.87, -0.20)  0.00
H (1.95, 6.83, 0.45)  0.00
H (1.85, 7.88, -0.99)  0.00
H (1.23, 5.33, -1.40)  0.00
O (-3.09, -1.61, -1.01)  0.00
C (-2.08, -1.28, -0.44)  0.00
O (-1.11, -0.53, -1.17)  0.03
C (-1.66, -1.62, 0.95)  -0.01
C (-0.34, -2.41, 1.02)  0.00
Ge (-0.28, -4.03, -0.09)  0.00
C (0.38, -3.55, -1.87)  0.00
C (0.07, -4.28, -3.02)  0.00
C (0.60, -3.93, -4.25)  0.00
C (1.45, -2.85, -4.36)  0.00
C (1.79, -2.12, -3.23)  0.00
C (1.26, -2.48, -2.00)  0.00
C (-2.09, -4.77, -0.12)  0.00
C (-2.63, -5.26, 1.07)  0.00
C (-3.94, -5.70, 1.14)  0.00
C (-4.74, -5.65, 0.01)  0.00
C (-4.23, -5.15, -1.18)  0.00
C (-2.92, -4.71, -1.24)  0.00
C (1.03, -5.24, 0.71)  0.00
C (0.95, -5.61, 2.06)  0.00
C (1.90, -6.44, 2.62)  0.00
C (2.95, -6.91, 1.86)  0.00
C (3.05, -6.55, 0.53)  0.00
C (2.10, -5.71, -0.04)  0.00
H (-2.49, -2.21, 1.34)  0.00
H (-1.59, -0.69, 1.53)  0.00
H (-0.17, -2.70, 2.05)  0.00
H (0.50, -1.77, 0.74)  0.00
H (-0.58, -5.15, -2.95)  0.00
H (0.35, -4.52, -5.13)  0.00
H (1.86, -2.58, -5.32)  0.00
H (2.48, -1.29, -3.30)  0.00
H (1.55, -1.90, -1.12)  0.00
H (-2.02, -5.31, 1.96)  0.00
H (-4.34, -6.08, 2.07)  0.00
H (-5.77, -5.99, 0.06)  0.00
H (-4.86, -5.09, -2.06)  0.00
H (-2.55, -4.30, -2.17)  0.00
H (0.14, -5.24, 2.68)  0.00
H (1.82, -6.72, 3.67)  0.00
H (3.70, -7.56, 2.30)  0.00
H (3.88, -6.91, -0.07)  0.00
H (2.19, -5.43, -1.08)  0.00

Calculated values
- Highest occupied orbital energy (spin up / spin down): -0.2435 / -0.2588 Eh
- HOMO-LUMO gap (spin up / spin down): 7.037 / 7.449 eV
- Total charge: 0
- 2S+1: 4
- <S²>: 3.76

---

- What is the 2S+1 in the third record?
  1